A 2-piece molecular cluster, H2P2S4 overall. Source: OMol25; level of theory: ωB97M-V with the def2-TZVPD basis set.

Its spin multiplicity is 1. The LUMO energy is -1.86 eV. The HOMO energy comes out at -0.3074 Ha. Its energy above the lowest of the compared OMol25 structures with the same formula, charge and spin is 1.0075 eV.

```
8
Properties=species:S:1:pos:R:3:forces:R:3:lowdin_charge:R:1
S 1.886 -0.215 1.331 0.1000 0.4949 -0.7568 0.057
S 1.111 -2.933 -0.855 0.0781 -0.0100 0.0953 0.030
S -1.985 1.388 0.039 -0.1173 -0.0648 0.1145 0.447
S 1.128 0.358 -1.616 0.0971 0.0066 -0.5140 0.046
P 0.430 -1.265 -0.211 -0.1663 -0.4202 0.1521 -0.204
P 1.990 1.250 -0.073 0.0324 -0.2526 0.9507 0.098
H -2.529 1.356 1.247 -0.2071 0.5417 0.4214 -0.218
H -2.030 0.061 0.138 0.1832 -0.2956 -0.4632 -0.256
```
Positions in Å, forces in eV/Å.

---

An isolated molecule of H2S. Source: OMol25; level of theory: ωB97M-V with the def2-TZVPD basis set.

Its spin multiplicity is 1. The LUMO energy is 1.04 eV. The HOMO energy comes out at -0.3607 Ha. As for the structure (SMILES): S. Its energy above the lowest of the compared OMol25 structures with the same formula, charge and spin is 0.0010 eV.

```
3
Properties=species:S:1:pos:R:3:forces:R:3:lowdin_charge:R:1
S -0.061 -0.075 -0.603 -0.0185 -0.0393 -0.2059 0.463
H 0.204 -0.913 0.402 0.0118 0.0013 0.0983 -0.231
H -0.143 0.988 0.201 0.0067 0.0380 0.1076 -0.232
```
Positions in Å, forces in eV/Å.

---

A 15-piece molecular cluster, H30O15 overall. Source: OMol25; level of theory: ωB97M-V with the def2-TZVPD basis set.

Its spin multiplicity is 1. The LUMO energy is -0.67 eV. The HOMO energy comes out at -0.3931 Ha. Its energy above the lowest of the compared OMol25 structures with the same formula, charge and spin is 5.7044 eV.

```
45
Properties=species:S:1:pos:R:3:forces:R:3:lowdin_charge:R:1
O 0.398 -1.871 -0.416 -0.0080 -1.6035 -0.8615 -0.101
O -1.416 -2.229 4.672 0.2194 0.1124 -0.0014 -0.044
O -0.028 0.210 0.398 0.1005 0.9439 -1.5524 -0.071
O -0.931 -0.789 -4.858 0.2195 0.2700 -0.3340 -0.063
O 1.716 -1.042 -2.497 0.1989 0.5297 -0.2873 -0.030
O 1.066 2.422 -4.948 0.0521 -0.0714 0.2137 -0.055
O -0.239 1.387 2.229 -1.2314 2.3653 0.2138 -0.132
O 1.452 -2.672 1.745 0.6451 -0.0689 0.7129 -0.035
O 1.488 3.197 2.465 0.2132 0.7958 0.2784 -0.056
O 4.023 2.072 0.541 0.0699 -0.2957 -0.0860 -0.052
O -0.623 3.315 -1.236 -0.0609 -0.1754 0.0182 -0.055
O -3.061 -3.983 -1.095 0.0100 0.0707 0.1579 -0.055
O -1.718 -1.215 -2.290 -0.1833 0.3942 0.3939 -0.045
O 0.420 -0.318 3.340 0.5289 -1.7613 1.2450 -0.057
O -3.529 0.871 0.706 0.0603 -0.1029 -0.1049 -0.056
H -2.448 -3.865 -0.360 -0.0255 -0.0315 -0.0788 0.029
H 1.145 -1.263 -0.378 -0.1644 -0.5757 0.1365 0.024
H 2.480 -0.524 -2.221 0.0954 0.0485 -0.2509 0.054
H -1.166 -2.001 -2.369 -0.0580 -0.1672 0.0576 0.051
H 1.559 -1.727 1.590 -0.2580 0.1598 0.3444 0.030
H -2.628 0.533 0.766 0.1553 0.0418 0.1468 0.005
H 4.838 1.593 0.729 -0.0022 0.1099 -0.0203 0.036
H -1.633 -0.320 -4.393 0.0338 -0.2601 -0.0083 0.025
H 0.256 1.021 -0.037 -0.2022 0.3446 -0.0066 0.053
H 0.694 2.436 -4.060 0.0161 0.0513 -0.0715 0.016
H -4.017 0.162 0.273 -0.0080 0.1141 0.0042 0.034
H 1.522 4.093 2.818 0.2590 0.0393 -0.1885 0.052
H -3.668 -3.238 -1.015 0.0810 -0.0445 -0.1128 0.030
H -0.613 -2.579 4.269 -0.2338 -0.3274 -0.0683 0.025
H -1.647 -1.475 4.118 -0.1914 -0.0543 -0.0379 0.036
H -0.485 -0.280 -0.296 0.0315 -0.3266 0.3552 0.017
H -1.308 3.117 -0.587 -0.0743 0.0095 -0.0076 0.033
H -0.173 -0.723 -4.267 -0.0149 -0.1074 -0.1601 -0.005
H 0.731 2.799 2.911 0.5553 -0.1059 0.2339 0.002
H -0.737 1.922 2.857 -0.3336 -0.0907 0.1416 0.073
H 2.283 -2.938 2.154 -0.0689 -0.2738 -0.0777 0.075
H 0.550 -2.474 0.321 -0.1428 -0.3487 -0.2430 0.021
H -1.108 -0.528 -1.999 -0.2689 -0.1101 -0.1440 0.004
H 0.246 -1.013 3.985 0.3199 0.0115 0.2312 0.015
H 1.589 1.612 -4.971 -0.0762 0.0348 -0.1083 0.031
H 1.380 -0.311 3.256 -0.0809 0.2693 0.1244 0.056
H 0.976 -0.634 -2.033 0.1277 -0.1503 -0.2441 -0.005
H 0.091 2.025 1.587 -0.3598 0.1406 -0.0850 0.031
H -1.077 3.841 -1.903 0.0769 -0.0052 0.0221 0.044
H 3.350 1.383 0.499 -0.0224 0.2012 0.1096 0.013
```
Positions in Å, forces in eV/Å.

---

A 15-piece molecular cluster, H30O15 overall. Source: OMol25; level of theory: ωB97M-V with the def2-TZVPD basis set.

Its spin multiplicity is 1. The LUMO energy is -0.22 eV. The HOMO energy comes out at -0.3745 Ha. Its energy above the lowest of the compared OMol25 structures with the same formula, charge and spin is 3.0467 eV.

```
45
Properties=species:S:1:pos:R:3:forces:R:3:lowdin_charge:R:1
O 0.204 -4.637 -0.695 -0.0821 0.1632 -0.1359 -0.058
O -3.314 -1.134 -0.404 0.1924 0.2036 -0.7899 -0.071
O -0.601 -0.713 -0.385 -0.5836 -1.0572 0.3957 -0.078
O -1.424 -2.369 -2.663 -0.5575 -0.5266 -0.0159 -0.053
O 0.488 1.457 -0.612 1.2951 0.7863 1.5440 -0.086
O 3.555 0.523 -2.149 1.0947 0.0861 -1.2983 -0.051
O -0.399 2.741 -2.382 -0.6024 -0.0758 -0.8598 -0.086
O -1.417 3.396 2.322 0.5006 0.1419 0.3399 -0.045
O 0.497 -0.953 -3.567 0.7289 0.2711 -0.2716 -0.051
O -1.413 0.159 3.632 0.0378 0.5639 -0.5244 -0.067
O 3.423 2.024 2.941 -0.1802 -0.6823 -0.1229 -0.057
O -2.562 3.107 -0.379 -0.3901 -0.5054 -0.8015 -0.048
O 0.542 -1.143 1.860 0.7511 0.0158 0.6113 -0.039
O -2.218 -1.768 1.892 -0.0409 0.0872 1.5776 -0.051
O 3.377 -0.640 0.321 0.5092 0.4877 -0.2967 -0.072
H -0.852 2.743 2.749 -0.2361 -0.4736 -0.0122 0.027
H -1.170 4.187 2.814 -0.2442 0.2034 -0.2039 0.049
H -1.530 -1.964 1.260 -0.3074 -0.3478 -0.2688 0.014
H 0.548 2.880 -2.365 0.1171 -0.1074 -0.0721 0.023
H -2.226 2.586 0.346 0.0872 0.1552 0.5413 -0.005
H 0.245 -0.350 2.320 -0.5891 -0.0054 0.2927 0.037
H 3.956 1.219 -2.694 -0.5720 0.6681 0.4981 0.068
H -0.637 -5.064 -0.886 0.0081 -0.0416 0.0726 0.034
H 2.721 1.622 2.415 -0.1067 0.3705 -0.1110 0.009
H -1.273 -3.051 -3.326 0.2525 0.1228 -0.0694 0.059
H -2.585 4.014 -0.089 0.1177 0.2658 0.3507 0.027
H -3.729 -0.322 -0.138 -0.8797 0.4839 0.2430 0.031
H -1.388 -0.243 4.495 -0.0425 -0.2534 0.2822 0.038
H -0.500 1.824 -2.054 -0.0145 0.9784 -0.4741 0.018
H 1.453 -1.249 2.156 0.0453 -0.2649 -0.3348 0.063
H 0.111 -3.775 -1.119 -0.0049 -0.0258 0.0417 0.009
H 4.212 -1.091 0.148 -0.0813 -0.3861 0.3968 0.038
H 4.090 -0.180 -2.552 -0.5204 -0.6337 0.5323 0.068
H 1.165 -0.262 -3.572 0.2256 0.1360 -0.1242 0.028
H 1.111 1.206 0.079 -0.0960 -0.5684 -0.1245 0.045
H 0.004 -0.767 -2.772 -0.5310 -0.0862 -0.2096 -0.020
H -0.102 -0.956 -1.161 0.1815 -0.2645 0.0053 0.014
H -0.199 -1.229 0.350 0.2687 0.7018 -0.5253 0.016
H -1.968 -0.417 3.066 0.3148 -0.1243 0.1458 0.012
H 3.910 1.221 3.169 0.3096 0.2759 0.1844 0.037
H 3.484 0.088 -0.324 -0.5215 -0.1874 0.2283 0.000
H -2.303 -2.040 -2.889 -0.0393 0.0937 0.3508 0.061
H 0.158 2.307 -0.284 -0.1663 0.0401 -0.3547 0.056
H -2.407 -0.790 -0.524 0.2271 -0.7087 0.0029 -0.002
H -3.039 -2.197 1.651 0.1247 0.0243 -0.6361 0.059
```
Positions in Å, forces in eV/Å.

---

A 15-piece molecular cluster, H30O15 overall. Source: OMol25; level of theory: ωB97M-V with the def2-TZVPD basis set.

Its spin multiplicity is 1. The LUMO energy is -0.21 eV. The HOMO energy comes out at -0.3736 Ha. Its energy above the lowest of the compared OMol25 structures with the same formula, charge and spin is 7.3545 eV.

```
45
Properties=species:S:1:pos:R:3:forces:R:3:lowdin_charge:R:1
O -0.365 -0.916 0.222 -0.0972 -0.5997 -0.5843 -0.081
O 2.226 -1.945 -1.132 0.0720 -3.4487 3.3276 -0.153
O -1.561 0.783 -1.710 -2.3850 2.5191 2.2010 -0.132
O -1.011 -2.370 -2.083 0.8867 1.9391 4.8208 0.015
O -2.764 -3.237 -0.045 -0.4910 1.3159 -1.6679 -0.063
O -2.186 2.537 1.457 -2.4466 5.9795 -5.4036 0.032
O 3.338 2.275 0.748 -1.7379 -6.3145 0.6087 -0.013
O 4.252 -0.361 0.449 -3.5739 0.2196 -3.3809 -0.145
O 1.569 0.014 1.918 1.8279 -2.2080 2.5093 -0.124
O 0.410 2.644 -1.115 -2.5745 -1.1332 -0.5144 -0.124
O 3.388 0.043 -2.270 1.8348 0.1957 3.0738 -0.048
O -3.025 0.390 0.498 -6.5140 2.6549 -0.2485 -0.043
O -0.452 -2.801 2.934 -8.8429 0.3274 0.5220 -0.006
O -3.681 -1.391 -1.545 -1.4400 1.6729 0.2872 -0.019
O -0.174 4.695 1.644 -0.4154 -1.1840 -1.1160 -0.127
H 0.304 2.606 -2.100 0.3469 0.0979 1.2612 0.046
H -1.613 -1.630 -1.928 0.6323 0.6538 -0.5248 0.016
H -1.723 2.114 2.036 3.9778 -4.1958 5.5307 -0.056
H -2.504 -3.801 0.672 1.1511 0.2727 0.2847 0.056
H 3.278 -0.210 -0.016 3.0531 -0.5413 3.0979 0.071
H 4.150 1.701 0.914 -2.0079 -1.3644 -0.3755 0.077
H -3.708 0.148 -0.206 1.3694 0.2899 1.3357 0.093
H 1.518 -2.049 -0.364 2.3916 0.0274 -2.3311 0.075
H -0.250 -1.499 -0.573 0.5630 0.7552 1.2812 0.024
H 0.197 3.812 1.323 -1.0432 1.9543 0.3033 0.040
H -2.123 -2.639 -0.550 -0.0459 -2.5838 2.1898 0.037
H -3.043 2.193 1.359 -1.1417 -1.1190 0.0551 0.014
H 2.930 -2.735 -0.927 -2.6625 2.9688 -0.6632 0.146
H 2.776 0.103 -1.501 -0.0197 0.1112 -2.1115 0.027
H -0.923 -2.494 3.793 0.9591 -0.7921 -2.3662 0.114
H 3.926 2.907 0.776 3.5515 7.5701 -0.1386 -0.054
H -1.389 0.483 -0.781 0.6710 -0.0919 -1.2883 -0.007
H -0.481 2.173 -0.860 2.7365 1.3404 -0.6252 0.036
H -1.041 4.832 1.163 1.6342 -0.7112 0.8013 0.050
H 2.985 0.125 -3.090 -1.7054 0.2924 -1.8696 0.010
H 4.556 -0.575 -0.466 0.9804 0.0259 0.9043 0.037
H -2.358 -0.160 0.330 4.2371 -3.8500 -0.4660 -0.085
H 2.075 -0.659 2.610 -1.6004 3.2674 -2.8139 0.159
H 2.058 0.872 1.830 -0.1225 -1.0134 0.2374 0.039
H -3.565 -1.954 -0.792 -0.8208 -0.8279 1.1420 -0.012
H -3.076 -1.754 -2.141 0.4109 -0.7148 -1.9618 -0.009
H 0.399 -0.872 0.856 -0.6410 0.1579 -0.7960 0.021
H -2.262 1.517 -1.382 1.9603 -2.4222 -1.6771 0.138
H -1.180 -2.687 -2.894 -0.7934 -1.8806 -4.7077 0.020
H 0.373 -2.743 3.154 7.8751 0.3872 1.8574 -0.090
```
Positions in Å, forces in eV/Å.

---

| no. | E_tot (eV) |
| --- | --- |
| 1 | -61951.5324 |
| 2 | -10867.5129 |
| 3 | -31195.9612 |
| 4 | -31198.6189 |
| 5 | -31194.3110 |